Entry 1:
ORCA calculation (ωB97M-V/def2-TZVPD) on a gas-phase ion, C4H11N2O (charge +1).

Orbital gap (Eh): 0.3437
Charge: +1
Energy above the lowest of the compared OMol25 structures with the same formula, charge and spin (kcal per mole): 166.8
E_HOMO (hartree): -0.5315

Last column: natural (NBO) charge in e.
Geometry (Å):
1 C 0.748 -0.513 0.224  0.435
2 C 3.101 -0.131 -0.972  -0.611
3 C -2.997 0.542 -0.945  -0.462
4 C 1.814 0.384 -0.210  -0.511
5 N -2.709 0.133 0.386  -0.373
6 N -1.519 -0.887 0.390  -0.191
7 O -0.444 -0.228 0.069  -0.192
8 H 1.014 -1.393 0.889  0.198
9 H 3.899 0.645 -0.976  0.254
10 H 2.911 -0.394 -1.974  0.234
11 H 3.598 -0.997 -0.656  0.236
12 H -2.708 -0.324 -1.652  0.225
13 H -4.069 0.689 -0.997  0.244
14 H -2.442 1.404 -1.343  0.199
15 H 2.086 0.884 0.813  0.288
16 H 1.212 1.196 -0.820  0.256
17 H -2.254 0.973 0.873  0.364
18 H -1.411 -1.765 0.900  0.408

Entry 2:
ORCA calculation (ωB97M-V/def2-TZVPD) on 2 unconnected molecules or ions with the total composition C3H10NOS.

⟨S²⟩: 0.7531
Orbital gap (spin up / spin down) (Eh): 0.3492 / 0.2508
Charge: 0
2S+1: 2
Energy above the lowest of the compared OMol25 structures with the same formula, charge and spin (kcal per mole): 65.8
E_HOMO (spin up / spin down) (hartree): -0.3296 / -0.3288

Last column: Löwdin spin population.
Geometry (Å):
1 C 0.842 -0.881 0.683  0.002
2 C 0.071 -2.057 0.950  0.074
3 S -1.615 -1.805 0.034  0.879
4 C 0.292 0.593 1.253  0.007
5 N 0.657 1.851 0.442  0.004
6 H 0.938 -0.561 -0.379  0.001
7 H 1.798 -0.798 1.393  -0.001
8 H -0.333 -2.062 1.960  0.021
9 H 0.619 -2.993 0.956  0.006
10 H 0.823 0.617 2.253  0.001
11 H -0.843 0.585 1.099  0.006
12 H 0.825 1.760 -0.545  0.000
13 H 0.169 2.654 0.724  0.000
14 H -1.436 0.469 -4.090  0.000
15 H -1.030 1.228 -3.072  0.000
16 O -1.775 1.401 -3.662  0.000

Entry 3:
ORCA calculation (ωB97M-V/def2-TZVPD) on C18H18ClN3OS in the gas phase.

Orbital gap (Eh): 0.2813
Charge: 0
Energy above the lowest of the compared OMol25 structures with the same formula, charge and spin (kcal per mole): 4.6
SMILES string: O=C(c1ccccc1)c1cc(Cl)ccc1NCCSC1=NCCN1
E_HOMO (hartree): -0.2983

Last column: natural (NBO) charge in e.
Geometry (Å):
1 O 1.373 -0.375 -1.206  -0.593
2 Cl -1.325 1.956 3.942  -0.022
3 N -3.183 0.791 -2.457  -0.499
4 S -2.321 -1.625 -3.121  0.217
5 C 1.402 -0.083 -0.033  0.562
6 C -2.119 0.067 -2.738  0.244
7 C 5.105 0.888 1.895  -0.175
8 C 4.030 0.383 2.664  -0.221
9 C 4.967 1.080 0.524  -0.226
10 C -2.020 -0.291 2.448  -0.182
11 C 2.826 0.095 2.034  -0.159
12 C 3.745 0.772 -0.117  -0.127
13 C -0.073 0.875 1.721  -0.192
14 C -1.847 -1.286 1.501  -0.274
15 C -1.154 0.798 2.593  -0.062
16 C 2.660 0.243 0.629  -0.185
17 C 0.171 -0.161 0.776  -0.159
18 C -0.763 -1.213 0.615  0.215
19 N -0.923 0.730 -2.647  -0.643
20 N -0.635 -2.161 -0.393  -0.611
21 C -2.738 2.180 -2.237  -0.254
22 C -2.894 -2.319 -1.489  -0.509
23 C -1.175 2.090 -2.154  -0.238
24 C -1.729 -3.067 -0.831  -0.229
25 H 6.024 1.219 2.397  0.220
26 H 4.186 0.259 3.726  0.223
27 H 5.695 1.543 -0.147  0.223
28 H -2.888 -0.314 3.125  0.229
29 H 2.078 -0.404 2.630  0.226
30 H 3.609 1.011 -1.148  0.226
31 H 0.630 1.678 1.855  0.236
32 H -2.535 -2.112 1.445  0.223
33 H -0.112 0.184 -2.329  0.430
34 H 0.093 -1.943 -1.070  0.423
35 H -3.188 2.598 -1.344  0.197
36 H -3.093 2.824 -3.061  0.192
37 H -3.760 -2.988 -1.694  0.232
38 H -3.198 -1.541 -0.823  0.239
39 H -0.849 2.183 -1.120  0.186
40 H -0.708 2.863 -2.776  0.199
41 H -2.096 -3.671 -0.016  0.197
42 H -1.266 -3.757 -1.571  0.219

Entry 4:
ORCA calculation (ωB97M-V/def2-TZVPD) on a molecular structure, CH2N3P.

Orbital gap (Eh): 0.3184
Charge: 0
Energy above the lowest of the compared OMol25 structures with the same formula, charge and spin (kcal per mole): 77.5
E_HOMO (hartree): -0.3693

Last column: natural (NBO) charge in e.
Geometry (Å):
1 C 0.404 0.079 -1.075  0.119
2 N -0.634 0.608 -0.330  -0.923
3 N 1.264 -0.776 -0.653  -0.122
4 N 0.639 -1.016 1.299  -0.801
5 P -0.450 0.056 1.189  1.451
6 H 0.287 0.373 -2.111  0.247
7 H -1.510 0.677 1.681  0.029

- The highest energy above the lowest of the compared OMol25 structures with the same formula, charge and spin belongs to which entry?
  C4H11N2O

- Among the records above, which one has the lowest energy above the lowest of the compared OMol25 structures with the same formula, charge and spin?
  C18H18ClN3OS